(1)
The following is a DFT calculation (wB97M-V/def2-TZVPD) of a molecular structure, C14H24N8O3Yb in a non-equilibrium geometry.

Last column: Löwdin spin population.
Element x y z (Å)
H  4.33672  -3.40864  -0.14742  0.00
C  -0.57747  1.81418  1.31125  0.00
O  0.48247  -2.91642  -0.75720  0.00
C  4.67006  0.57509  0.19855  0.00
C  -0.48333  -2.50113  1.88712  0.00
H  -3.44028  3.48610  1.42697  0.00
C  3.33105  0.67763  0.05651  0.00
H  -0.60864  -0.37997  -2.97283  0.00
O  -0.96455  -1.29620  1.81452  0.00
H  -0.78077  -4.53036  1.24878  0.00
C  3.67464  -2.91499  0.56439  0.00
H  5.81518  -1.18993  0.54079  0.00
C  -2.28665  0.74747  -0.03211  0.00
H  -0.76032  1.12617  2.13813  0.00
H  -1.05227  -2.94403  -3.11433  0.00
H  2.66361  -3.28318  0.40893  0.00
H  -1.70821  4.77459  0.37705  0.00
N  -0.25053  -1.08110  -2.33528  0.00
N  -1.74642  -3.16630  -0.09948  0.00
C  -1.17784  -2.25132  -2.28181  0.00
H  2.74523  1.56449  -0.11889  0.00
C  -1.34655  -3.60073  1.26774  0.00
N  -1.40931  2.99101  1.44526  0.00
C  -0.52229  2.02730  -1.06638  0.00
N  -0.81975  1.07019  0.03921  0.00
H  -2.95205  2.35987  -1.98634  0.00
H  -0.71663  1.53262  -2.01633  0.00
Yb  0.46822  -1.08516  0.23330  1.01
H  -2.46455  0.24835  -0.98792  0.00
N  4.91221  -0.76694  0.39904  0.00
C  -2.74446  2.84545  -1.03102  0.00
C  -0.84377  -2.91383  -0.96775  0.00
H  -2.25888  -3.72908  1.84446  0.00
H  -2.20755  -1.90411  -2.26322  0.00
N  -3.10279  1.93684  0.05898  0.00
C  3.74887  -1.44135  0.37618  0.00
H  0.62959  -1.40427  -2.72531  0.00
H  5.45642  1.30778  0.17515  0.00
H  -2.52019  0.05586  0.77408  0.00
N  -1.32745  3.22957  -0.97570  0.00
H  -3.35220  3.74719  -0.95935  0.00
H  -0.04095  4.17465  0.38785  0.00
H  0.53803  2.29249  -1.02307  0.00
O  0.75379  -2.61204  2.00848  0.00
H  0.47547  2.11524  1.32698  0.00
H  3.98021  -3.18198  1.57621  0.00
C  -2.81896  2.59530  1.33887  0.00
H  -3.06411  1.91233  2.15292  0.00
C  -1.08962  3.87951  0.31995  0.00
N  2.75761  -0.58425  0.16406  0.00

Forces on the atoms, in the same order (eV/Å):
H 0.0 0.0 0.0
C -0.1 -0.2 0.4
O -0.6 -0.6 -0.2
C 0.1 -0.1 0.0
C -0.3 0.3 -0.4
H 0.0 0.0 0.0
C 0.0 0.0 0.0
H 0.0 0.0 0.0
O -0.4 -0.5 0.5
H 0.0 0.0 0.0
C -0.1 0.1 0.0
H 0.0 0.0 0.0
C 0.0 0.0 -0.1
H -0.1 0.0 0.0
H 0.1 0.1 -0.1
H 0.0 0.0 0.0
H 0.0 0.0 0.0
N -0.1 -0.2 0.1
N 0.0 0.1 0.2
C -0.2 0.0 0.0
H 0.0 0.0 0.0
C -0.1 -0.1 -0.1
N 0.1 0.0 -0.3
C -0.1 0.1 0.1
N 0.3 -0.2 -0.1
H 0.0 0.0 0.0
H 0.0 0.0 0.0
Yb 0.7 1.5 -0.8
H 0.0 0.0 0.0
N 0.0 0.1 0.0
C 0.0 0.0 0.0
C 0.7 -0.2 0.4
H 0.0 0.0 0.0
H 0.0 0.0 0.0
N 0.1 0.0 0.0
C 0.2 0.0 0.0
H 0.0 0.0 0.0
H 0.0 0.0 0.0
H 0.0 0.0 0.0
N 0.0 -0.1 0.0
H 0.0 0.0 0.0
H 0.0 0.0 0.0
H 0.0 0.0 0.0
O 0.1 -0.3 0.2
H 0.0 0.0 0.0
H 0.0 0.0 0.0
C 0.0 0.0 0.0
H 0.0 0.0 0.0
C 0.0 0.0 0.0
N -0.2 0.1 0.1

Values from the calculation:
gap between HOMO and LUMO (alpha / beta)	9.409 / 8.743	eV
spin multiplicity	2
energy above the lowest of the compared OMol25 structures with the same formula, charge and spin	0.0	kJ/mol
HOMO energy (alpha / beta)	-11.8 / -11.8	eV
net charge	+1

---

(2)
The following is a DFT calculation (wB97M-V/def2-TZVPD) of a molecular structure, C14H24N8ORhS3.

Last column: Löwdin spin population.
Element x y z (Å)
H  -4.04635  1.93496  0.34500  0.00
N  -2.89346  0.23892  0.07847  0.05
C  -2.13193  2.51530  -0.10968  0.02
S  -1.59103  -2.65364  0.41114  0.12
C  1.62890  -0.47464  -2.25270  0.07
H  1.69858  -4.72663  -1.07443  0.00
C  0.99877  -3.36716  1.87366  0.00
N  2.39452  -0.39766  -3.34937  0.06
H  1.93879  -5.74654  0.36589  0.00
H  -1.52753  -6.67508  -0.80504  0.00
C  1.98530  0.03250  2.41642  0.10
H  1.98043  -0.47200  -4.26161  0.00
H  -3.47579  4.07097  0.11389  0.00
C  1.81743  -4.72308  0.00754  0.00
H  3.35692  -0.12004  -3.25144  0.00
H  -1.83241  4.51333  -0.18746  0.00
C  -1.76313  -4.41604  -2.02235  0.00
H  -2.76300  -4.70751  -1.69362  0.00
H  -0.00215  -6.60237  -1.70965  0.00
N  -0.75832  -4.75192  -1.02244  0.01
N  2.35725  -0.24023  -1.11572  0.26
N  0.67922  -4.04874  0.62357  0.01
N  -3.12235  1.61563  0.09373  0.01
H  1.29613  0.27816  6.25018  0.00
C  2.40931  -0.07841  1.09239  0.01
H  1.51435  -4.07399  2.52428  0.00
H  0.09279  -3.01386  2.35441  0.00
C  2.82306  0.24793  4.70859  0.06
H  3.47516  0.00833  0.89841  0.00
H  -1.74027  -3.35016  -2.22607  0.00
C  0.60775  0.04632  2.90786  0.08
H  -0.59229  0.10766  4.69068  0.00
C  0.42858  0.12116  4.33543  0.02
Rh  -0.56218  -0.45538  -0.00299  2.34
H  -3.40300  -0.20453  -0.67875  0.00
C  1.47670  0.21820  5.18424  0.03
H  1.65598  -2.51898  1.67182  0.00
H  -0.01219  -6.40199  0.05462  0.00
H  3.64108  0.33919  5.40752  0.00
C  -0.48139  -3.90115  -0.01536  0.02
H  -3.16816  -0.16806  0.96795  0.00
H  4.06607  0.17811  3.00314  0.00
S  -0.54167  2.12966  -0.46505  0.10
S  -0.01232  -0.84247  -2.39479  0.19
C  -0.55073  -6.19008  -0.86343  0.00
O  -0.41625  0.00035  2.17611  0.19
H  -1.51464  -4.95907  -2.93339  0.00
N  -2.51818  3.79678  -0.02602  0.01
H  2.71274  -4.16007  0.26752  0.00
C  3.05122  0.16046  3.37995  -0.01
N  1.65628  -0.28272  0.00347  0.22

Forces on the atoms, in the same order (eV/Å):
H 0.0 0.0 0.0
N 0.0 0.0 0.1
C -0.2 0.0 0.0
S 0.0 -0.3 0.0
C 0.7 0.1 0.2
H 0.0 0.0 0.0
C -0.1 -0.1 -0.1
N -0.1 0.0 0.0
H 0.0 0.0 0.0
H 0.0 0.0 0.0
C 0.2 0.0 0.3
H 0.0 0.0 0.0
H 0.0 0.0 0.0
C 0.0 0.0 0.0
H 0.0 0.0 0.0
H 0.0 0.0 0.0
C 0.0 0.0 0.0
H 0.0 0.0 0.0
H 0.0 0.0 0.0
N -0.2 0.0 0.1
N -0.6 -0.2 -0.1
N 0.1 -0.1 0.1
N 0.0 -0.1 0.0
H 0.0 0.0 0.0
C -0.3 0.1 -0.3
H 0.0 0.0 0.0
H 0.0 0.0 0.0
C -0.1 0.0 0.0
H 0.0 0.0 0.0
H 0.0 0.0 0.0
C 0.1 0.0 0.0
H 0.0 0.0 0.0
C 0.0 0.0 -0.1
Rh 0.1 0.5 -0.1
H 0.0 0.0 0.0
C 0.1 0.0 0.1
H -0.1 -0.1 0.1
H -0.1 0.0 0.0
H 0.0 0.0 0.0
C 0.0 0.3 -0.1
H 0.0 0.0 0.0
H 0.0 0.0 0.0
S 0.1 0.0 0.0
S -0.2 -0.1 -0.1
C 0.1 0.0 0.0
O -0.2 0.0 0.0
H 0.0 0.0 0.0
N 0.0 0.0 0.0
H 0.0 0.0 0.0
C -0.1 0.0 -0.2
N 0.3 -0.1 0.3

Values from the calculation:
gap between HOMO and LUMO (alpha / beta)	7.386 / 5.924	eV
spin multiplicity	5
energy above the lowest of the compared OMol25 structures with the same formula, charge and spin	0.0	kJ/mol
HOMO energy (alpha / beta)	-9.8 / -10.5	eV
net charge	+1

---

(3)
The following is a DFT calculation (wB97M-V/def2-TZVPD) of a molecular structure, C14H25BeClN3O5 in a non-equilibrium geometry.

Last column: Mulliken charge in e.
Element x y z (Å)
O  -0.45080  0.62469  0.29965  0.47
N  0.37867  2.22628  -0.82371  0.14
C  0.34713  1.55574  0.27457  0.24
C  -2.47045  -1.27500  0.99608  1.07
H  0.83046  1.32411  -4.00032  0.36
C  0.90381  -2.67076  2.60713  -1.53
H  -3.06548  -1.24698  3.02283  0.24
H  -2.62661  2.61627  -2.49512  0.62
C  1.83350  -0.19259  -0.58901  0.49
C  1.35632  -1.48232  1.67748  0.52
C  -1.79926  2.14245  -1.96684  -1.81
C  -3.43985  -1.59577  2.06039  -1.57
H  1.41660  0.92542  1.98114  0.17
H  0.69285  2.50112  2.16670  0.34
H  3.12227  -2.51904  0.79972  0.33
H  3.78608  0.55263  -0.98477  0.37
C  2.82933  -1.59838  1.30437  -1.49
O  -1.44317  -0.13004  -1.21437  -0.10
H  -0.72350  -0.06771  -2.57559  1.34
C  0.29955  0.11079  -2.27908  -0.85
C  -2.20195  0.86821  -1.28206  1.09
N  -3.42911  0.90121  -0.73638  -0.48
Be  -0.69167  -0.90470  -0.11727  -1.98
H  2.14051  -0.66507  0.33236  0.93
H  -4.36490  -1.09669  1.77176  0.41
H  -1.35352  2.86678  -1.28510  0.27
Cl  -0.93862  -1.97446  -2.09706  -0.51
H  -0.18152  -2.67501  2.70783  0.25
C  2.43740  1.02689  -2.65309  -0.96
H  -3.67780  -2.64802  2.21604  0.34
H  3.18630  1.57538  -3.20508  0.37
N  0.56776  -0.37114  -1.03755  0.78
H  -3.50241  0.27312  0.05116  0.30
H  0.15122  1.70298  -1.65710  -0.32
O  -2.12562  -0.12066  0.84331  -0.77
H  1.18008  2.84048  -0.84792  0.40
O  0.40632  -1.22013  0.72447  0.54
H  2.17898  2.27252  1.18449  0.36
C  2.76963  0.52854  -1.34899  -0.95
H  1.12924  -3.62450  2.13002  0.38
H  -3.98956  1.73963  -0.79172  0.21
H  -1.13811  1.90186  -2.79936  0.37
H  1.25252  -2.62084  3.63866  0.33
H  3.38236  -1.48971  2.23734  0.35
H  1.21122  -0.64802  2.36378  0.07
C  1.15601  0.80975  -3.10823  -0.83
O  -1.78020  -2.09931  0.37247  -0.38
C  1.20825  1.85674  1.45450  -1.37
H  3.23974  -0.80675  0.67748  0.45

Forces on the atoms, in the same order (eV/Å):
O 4.1 8.8 5.1
N 2.9 4.2 -0.2
C -2.0 -1.9 2.8
C 1.5 -2.4 1.2
H -0.3 -0.4 -0.3
C -0.1 -0.1 -0.6
H -0.1 0.4 -0.2
H -0.6 -0.1 0.2
C -0.7 0.7 -3.8
C -4.0 -0.7 1.7
C -1.5 0.3 -1.8
C -1.3 -0.9 0.5
H -0.2 0.3 -0.2
H 0.0 0.2 -0.1
H -0.3 -0.2 0.1
H 0.3 0.3 0.0
C 2.2 -1.0 1.7
O -11.2 6.4 -1.7
H 1.8 0.5 -1.3
C 1.8 -0.5 -2.1
C 0.3 -1.3 -0.5
N -1.2 0.5 -1.0
Be -1.0 -2.2 -0.4
H -1.9 2.2 -2.9
H -0.3 0.2 0.5
H -0.6 -0.3 -0.3
Cl -0.2 -7.2 -4.1
H -0.1 0.4 -0.4
C 1.1 -0.5 2.0
H 0.2 -0.1 -0.4
H 0.1 0.1 -0.2
N 7.2 1.3 -7.4
H -0.4 0.4 0.0
H 0.5 0.7 0.2
O -4.4 1.4 4.9
H 0.0 0.0 -0.7
O 5.0 -6.4 7.4
H 0.0 0.3 -0.1
C -0.6 -0.4 -1.6
H 0.3 -0.2 0.2
H 0.3 -0.2 0.0
H 0.2 0.3 0.2
H 0.7 -0.1 0.0
H 0.1 -0.5 0.3
H 0.9 0.4 0.7
C 1.4 0.2 0.2
O -1.6 -2.8 0.6
C 0.5 0.2 0.5
H 1.5 -0.7 1.3

Values from the calculation:
gap between HOMO and LUMO	5.859	eV
spin multiplicity	1
energy above the lowest of the compared OMol25 structures with the same formula, charge and spin	1125.9	kJ/mol
HOMO energy	-3.0	eV
net charge	-1

---

(4)
The following is a DFT calculation (wB97M-V/def2-TZVPD) of a molecular structure, C14H25CrN5O3P in a non-equilibrium geometry.

Last column: Löwdin spin population.
Element x y z (Å)
H  -3.84331  3.16769  -0.17588  0.00
H  4.91979  -0.30721  -0.36188  0.00
O  -1.86681  1.05499  0.32572  0.04
H  1.07179  -5.99211  0.58332  0.00
H  1.94549  5.43079  0.46902  0.00
H  -3.44231  1.20849  -2.20978  0.00
N  0.24529  2.70939  0.06012  0.02
C  -0.71301  -3.31761  -0.48898  0.00
H  1.11049  -3.51341  0.59222  0.00
C  -3.92791  -0.47181  1.27172  0.00
C  2.98829  1.71819  0.28812  0.02
N  1.13939  4.82979  0.46772  0.01
H  2.60079  -0.15871  0.03392  0.01
H  -3.56911  -0.26661  2.27962  0.00
C  0.27239  -5.43191  0.11972  0.00
H  5.11739  3.54559  0.27052  0.00
H  4.24019  -0.33251  1.29302  0.00
C  -0.63081  -1.82681  -0.51968  0.01
C  4.86569  0.22209  0.59472  0.00
C  -4.15621  2.43489  0.56842  0.00
H  -3.48271  -0.51411  -1.82378  0.00
H  -0.63151  3.22609  0.03122  0.00
C  1.25339  3.48449  0.27732  0.02
P  -3.34171  0.84469  0.15472  0.01
N  2.14619  0.74519  0.12322  0.01
C  0.30069  -4.05001  0.12372  0.00
H  6.28439  2.24139  0.22292  0.00
H  -4.95531  0.48149  -1.62138  0.00
H  -5.23641  2.34299  0.54112  0.00
H  -2.62141  -5.91501  -1.55278  0.00
H  -3.49301  -1.40951  0.92622  0.00
N  2.54259  3.02439  0.37572  0.01
H  5.86829  0.29269  1.01572  0.00
Cr  0.16819  0.71379  0.07242  3.76
H  -2.55351  -3.42991  -1.56488  0.00
H  5.26489  2.54639  -1.18498  0.00
O  0.21679  -1.25541  0.25052  0.03
C  -1.80311  -5.38411  -1.08508  0.00
H  -0.79121  -7.18341  -0.49738  0.00
H  -3.84191  2.76029  1.55812  0.00
C  -1.76851  -3.99991  -1.09138  0.00
H  -5.01111  -0.54391  1.27342  0.00
H  3.22299  3.70039  0.69132  0.00
C  -0.77691  -6.10251  -0.48938  0.00
H  0.25709  5.27119  0.28342  0.00
O  -1.33801  -1.14951  -1.28228  0.03
C  -3.87101  0.46169  -1.54388  0.00
C  5.28449  2.53119  -0.09098  0.00
N  4.33999  1.56569  0.44552  0.01

Forces on the atoms, in the same order (eV/Å):
H 0.0 0.0 0.0
H 0.0 -0.1 0.0
O 0.8 0.2 0.1
H 0.0 0.0 0.0
H 0.0 0.0 -0.1
H 0.0 0.1 0.0
N 0.3 1.0 0.0
C 0.1 -0.3 0.1
H 0.1 0.0 0.1
C 0.2 0.5 -0.5
C 0.2 -0.5 0.0
N 0.1 -0.2 0.0
H -0.1 0.1 0.0
H 0.0 0.1 0.0
C 0.0 -0.1 0.0
H 0.0 0.0 0.1
H 0.1 -0.1 0.0
C -0.5 0.4 -0.7
C -0.1 -0.2 0.0
C 0.2 -0.7 -0.1
H 0.0 0.0 0.0
H 0.1 -0.3 0.0
C -0.4 0.4 0.0
P -0.7 0.1 0.0
N 1.2 0.2 0.2
C -0.1 0.2 0.0
H -0.1 0.1 0.0
H -0.1 0.0 0.0
H -0.2 0.0 0.0
H 0.0 0.1 0.0
H 0.0 0.0 0.0
N 0.4 0.2 0.0
H -0.1 -0.1 0.0
Cr -1.7 -0.7 0.0
H -0.1 0.1 -0.1
H 0.0 0.0 0.0
O 0.7 -0.2 0.6
C 0.0 -0.1 0.0
H 0.0 0.0 0.0
H 0.0 0.0 0.0
C 0.1 0.2 0.0
H -0.1 0.0 0.0
H -0.1 -0.2 -0.1
C 0.0 0.0 0.0
H 0.0 0.0 0.0
O -0.1 -0.5 -0.1
C 0.2 0.0 0.6
C 0.1 0.3 -0.3
N -0.5 0.1 0.1

Values from the calculation:
gap between HOMO and LUMO (alpha / beta)	8.488 / 8.530	eV
spin multiplicity	5
HOMO energy (alpha / beta)	-11.0 / -11.1	eV
net charge	+1

---

(5)
The following is a DFT calculation (wB97M-V/def2-TZVPD) of 4 unconnected molecules or ions with the total composition C14H25N2O10.

Last column: Mulliken charge in e.
Element x y z (Å)
H  3.31341  -1.29243  1.93090  0.24
N  1.23482  0.13836  -0.36793  -0.04
H  -3.06304  -0.62079  -1.83748  0.27
C  -4.28454  -2.09690  0.22658  0.59
H  4.53062  -4.64590  -2.72770  0.30
H  -1.02473  -0.06496  1.25743  -0.10
C  3.43297  -1.73537  -3.01437  0.75
H  3.23480  -4.16154  -1.61075  0.23
C  -3.21739  4.44968  1.75043  -0.39
C  2.06844  1.05212  0.51932  0.36
H  1.51711  -1.67405  0.66160  0.22
H  3.35432  0.06442  2.86467  0.30
H  -4.26562  4.54369  1.46880  0.28
H  3.80453  -0.08845  -0.04595  0.30
O  -3.02276  -1.64450  -0.04644  -0.31
H  -2.32922  0.25864  -0.46969  -0.39
C  1.17929  1.41066  1.69924  -0.63
C  -4.50317  0.07606  -0.35867  -0.23
O  -2.40822  4.60803  0.56934  -0.36
H  -3.66479  2.48578  2.65402  0.33
O  -2.49707  2.42114  0.94094  -0.09
H  1.85140  -4.37183  -3.61060  0.30
O  -4.52718  -3.16591  0.66915  -0.50
C  2.75667  -3.78161  -3.70781  -0.32
H  -1.97916  3.02356  2.84888  0.23
C  -0.09477  -0.56011  1.57268  -0.08
O  3.52355  -0.54368  -2.94200  -0.58
C  3.46122  0.47016  0.83197  -0.97
O  -5.19533  -1.13951  -0.07271  -0.35
H  -5.01657  0.62652  -1.14159  0.36
C  0.67971  -1.04878  0.36225  -0.71
H  0.02361  -1.58604  -0.32086  0.63
C  -2.14162  3.40028  0.07145  0.64
N  3.66477  -0.34980  1.99768  -0.47
H  0.44979  0.69120  -0.72818  0.38
H  0.33581  2.01680  1.33198  -0.07
O  4.28981  -2.60854  -2.46132  -0.31
C  -3.12816  -0.41617  -0.76758  0.45
C  3.73345  -3.93091  -2.55315  -0.27
H  -2.95752  5.22283  2.46575  0.33
H  1.72692  2.02286  2.41468  0.44
H  1.79545  -0.14284  -1.18199  0.11
C  -2.85133  3.03864  2.19417  -0.33
H  -4.46678  0.67720  0.55069  0.11
H  -0.37171  -1.41996  2.17938  0.44
O  2.42685  -2.38163  -3.63377  -0.33
H  3.22004  -3.97227  -4.67502  0.28
O  -1.61599  3.16412  -0.97350  -0.55
H  4.12504  1.33507  0.89558  0.41
O  0.67689  0.29025  2.39390  -0.37
H  2.21535  1.95639  -0.07438  0.49

Forces on the atoms, in the same order (eV/Å):
H 0.0 0.0 0.0
N 0.1 0.1 -0.1
H 0.0 0.0 0.0
C -0.1 0.0 0.1
H 0.0 0.0 0.0
H 0.1 0.1 0.0
C -0.1 -0.1 0.0
H 0.0 0.0 0.0
C 0.0 -0.1 0.1
C -0.1 0.0 0.0
H 0.0 0.0 -0.1
H 0.0 0.0 0.0
H 0.0 0.0 0.0
H 0.0 0.1 0.0
O 0.1 0.0 0.0
H 0.0 0.0 0.0
C -0.3 0.2 0.0
C 0.0 0.2 0.0
O -0.2 0.0 0.0
H 0.0 0.0 -0.1
O -0.1 0.0 0.3
H 0.0 0.1 0.0
O 0.0 0.0 0.0
C 0.1 0.0 0.0
H 0.0 0.0 0.0
C -0.1 0.0 0.1
O -0.2 -0.1 0.4
C 0.0 -0.1 -0.1
O 0.2 -0.1 0.0
H -0.1 -0.1 0.0
C 0.0 0.1 0.0
H 0.0 -0.1 0.0
C 0.4 -0.2 -0.1
N 0.0 0.0 0.1
H 0.0 0.0 -0.1
H 0.0 0.0 0.0
O 0.1 0.1 0.1
C -0.1 0.1 -0.1
C -0.1 0.0 -0.1
H 0.1 0.0 0.0
H 0.1 -0.1 0.0
H 0.0 0.0 0.0
C 0.0 0.2 0.0
H 0.0 0.0 0.0
H 0.0 0.0 0.0
O 0.0 0.0 0.0
H 0.0 0.0 0.0
O 0.0 0.0 0.0
H 0.0 0.0 0.0
O 0.2 -0.2 -0.1
H 0.0 0.0 -0.1

Values from the calculation:
gap between HOMO and LUMO	10.015	eV
spin multiplicity	1
HOMO energy	-12.6	eV
net charge	+1

---

| no. | DFT total energy (eV) |
| --- | --- |
| 1 | -64498.2069 |
| 2 | -64382.9861 |
| 3 | -42543.3399 |
| 4 | -66226.9864 |
| 5 | -38372.5601 |